A 2-piece molecular cluster, C4H7NO4 overall in a non-equilibrium geometry. Source: OMol25; level of theory: wB97M-V/def2-TZVPD.

Structure (XYZ):
```
16
Properties=species:S:1:pos:R:3:forces:R:3
C -0.165210 0.950077 1.581232 1.43 2.18 -0.94
C -0.688694 -0.130782 2.144395 0.27 0.63 -1.00
C 0.108920 -1.688564 -0.833063 2.75 -2.42 1.66
C 0.571192 -1.031127 -1.904396 -0.54 4.67 -5.61
N 1.860608 -1.056766 -2.333080 -1.63 0.73 -0.59
O 2.129917 -0.372641 -3.325148 0.21 2.12 -2.28
O 2.628771 -1.883647 -1.882055 1.60 -2.48 2.21
O -1.100180 -1.637620 -0.467417 -2.96 -0.24 1.17
O -0.294560 -0.246433 -2.649555 1.45 -1.24 1.65
H -0.277601 1.240097 0.496352 -0.16 -0.81 1.05
H 0.528337 1.757148 2.041346 -1.45 -1.70 -0.11
H -1.214922 -0.832810 1.488854 0.01 0.24 0.92
H -0.533920 -0.293989 3.189568 -0.08 -0.42 0.39
H 0.896564 -2.311117 -0.461237 -0.44 -0.74 1.11
H -1.506435 -0.924000 -0.962946 -0.81 0.35 -0.26
H 0.219350 0.264342 -3.338003 0.34 -0.86 0.64
```
Positions in Å, forces in eV/Å.

spin multiplicity: 3
molar mass: 133.10 g/mol
ΔE to the lowest compared entry with this formula, charge and spin: 0.818 eV